Entry 1:
Density functional theory data (the ωB97M-V functional and the def2-TZVPD basis) for C23H26AsN2S2Sn as an isolated structure.

```
55
Properties=species:S:1:pos:R:3:lowdin_charge:R:1
H 1.723 0.221 4.736 0.1331
C -2.822 1.739 -1.009 -0.4177
H -2.801 -2.446 -4.989 0.1113
C 4.258 -0.558 5.698 -0.0721
C -0.637 -0.297 -0.987 -0.4259
C -3.256 4.380 -1.775 -0.0605
C 2.033 -0.304 2.857 -0.7427
C -4.748 -2.049 -4.185 -0.0649
H -5.271 -2.442 -5.044 0.1110
H 2.107 1.488 -1.827 0.1131
H 5.470 -0.196 1.559 0.0733
C -2.933 4.087 -0.464 -0.1198
H 2.332 -0.787 0.968 0.0922
C 2.042 -0.644 -1.636 -0.0958
H 5.940 -1.870 1.265 0.0829
S -2.363 2.536 1.663 0.4451
C -2.731 2.768 -0.074 -0.6600
N 2.454 -0.061 4.094 0.0139
H 1.670 -2.745 -1.402 0.1116
H 3.748 1.352 4.866 0.1288
C -4.790 -1.006 -2.025 -0.1140
H -1.606 -1.504 -3.059 0.0952
C -0.079 -1.573 -1.013 -0.1395
H 4.321 -1.606 5.418 0.0714
H 3.075 -0.778 -1.922 0.1058
H -0.261 1.798 -1.236 0.1079
C 3.791 0.309 4.538 -0.2191
C -3.131 2.053 -2.331 -0.0893
C 3.934 -1.677 1.975 -0.2162
N 2.787 -0.791 1.876 0.0190
Sn -2.206 0.192 2.307 0.6042
C 1.497 0.629 -1.592 -0.0626
H -3.207 1.256 -3.066 0.1042
C -3.400 -1.002 -1.998 -0.3891
H 3.633 -2.647 1.567 0.1269
H 5.242 -0.228 6.019 0.0819
As -2.512 -0.113 -0.498 1.2161
H -0.706 -2.432 -0.781 0.1148
H -3.437 5.405 -2.056 0.1125
C -2.689 -1.523 -3.070 -0.1019
H 4.479 0.245 3.698 0.1027
C 1.253 -1.748 -1.348 -0.0864
C 0.162 0.802 -1.268 -0.0874
H 4.191 -1.815 3.022 0.1034
H -6.543 -1.510 -3.143 0.1116
C -5.462 -1.524 -3.119 -0.0670
H 4.865 -1.038 0.136 0.0653
S 0.412 0.099 2.447 0.4681
H -2.845 4.865 0.279 0.1025
H 3.572 -0.471 6.537 0.0787
C -3.363 -2.049 -4.158 -0.0645
C -3.357 3.363 -2.712 -0.0647
C 5.125 -1.157 1.185 -0.0661
H -3.620 3.591 -3.733 0.1097
H -5.345 -0.589 -1.188 0.1088
```

charge = +1

=====

Entry 2:
Density functional theory data (the ωB97M-V functional and the def2-TZVPD basis) for one molecule with the formula C11H14N2O.

```
28
Properties=species:S:1:pos:R:3:lowdin_charge:R:1
H 2.861 -0.563 -0.194 0.1116
H 1.845 -0.480 -3.196 0.1116
C 1.017 -1.014 0.943 -0.1690
C -0.253 1.476 0.619 -0.0504
C 0.774 1.427 -0.549 -0.2385
H 1.365 -1.853 1.586 0.1289
H 0.316 1.492 1.490 0.1078
H -0.750 2.343 0.452 0.0964
H 1.262 -0.150 1.477 0.0763
H -0.113 -0.073 -1.862 0.1648
O 1.485 3.368 0.251 -0.0444
H -2.826 1.217 1.021 0.1277
C -1.286 -2.150 0.526 -0.0388
H -0.728 -3.100 0.156 0.1447
N 1.592 0.424 -2.693 0.0139
H 1.919 -1.822 -1.006 0.1128
C -2.670 -2.142 0.776 -0.0931
C -0.486 -1.056 0.808 -0.1898
C -2.368 0.205 0.923 -0.0845
H -3.204 -3.034 0.590 0.0871
C 1.784 -0.850 -0.377 -0.0781
C -3.192 -0.895 0.993 -0.1089
C 0.895 0.263 -1.444 -0.2866
C -1.040 0.243 0.735 -0.2093
H 2.223 3.985 0.247 0.1042
N 1.587 2.415 -0.689 0.0194
H 2.366 1.015 -2.550 0.0332
H -4.376 -0.690 0.968 0.1511
```

structure (SMILES) = N[C@H]1CCc2ccccc2C/C1=N\O

=====

How do the records compare in E_tot? In the order shown, they have -4247.80180; -612.16745 Ha.
How do the records compare in relative energy (zero: lowest compared OMol25 entry of this formula, charge and spin)? In the order shown, they have 1.082; 4.988 eV.